92
Properties=species:S:1:pos:R:3:forces:R:3 method="wB97M-V/def2-TZVPD" energy_ha=-17067.8927 smiles="CCOC(C)=O.CCOC(C)=O.CC(C)=O.CC(C)=O.CC(C)=O.CC(C)=O.BrCCBr.BrCCBr.BrCCBr" relative_energy_ev=0.000 mol_weight_g_mol=972.12 e_lumo_ev=0.2948 e_homo_ev=-9.4
Br -0.210112 1.378954 -4.538101 -0.1 -0.5 -0.4
Br -0.614973 8.180991 1.838813 0.2 -0.4 -0.1
Br -3.293845 0.054282 -3.322429 -0.1 0.1 -0.3
Br -7.862116 -0.800705 -0.997145 0.3 0.2 -0.1
Br -4.669091 2.155990 0.607216 -0.2 0.0 -0.1
Br 0.156284 3.617403 1.809750 -0.1 0.0 0.0
O 6.056811 -0.124504 -2.121345 0.4 0.2 -0.2
O 0.116806 -3.115879 -2.711881 0.1 0.1 0.0
O -1.593336 -0.683891 -0.435320 0.3 0.0 -1.0
O -2.821995 -3.557303 5.986710 -0.3 -0.6 0.4
O -1.256071 -0.278423 1.749878 -0.1 -0.1 -0.1
O 1.537566 -4.119584 -1.294339 0.6 -0.2 -0.1
O 1.787509 5.443752 -1.442561 -0.1 0.3 0.2
O 4.034152 0.103393 1.215390 -0.1 -0.1 -0.1
C 3.618424 2.216945 2.235839 0.4 -0.3 0.2
C 5.080621 -0.824231 -2.076184 -0.3 -0.2 0.4
C -2.072953 -2.052065 4.339885 -0.3 0.1 0.4
C 1.162813 -3.296735 -0.190710 -0.5 0.4 0.6
C 3.798536 -0.441495 -2.794638 0.7 -0.1 -0.2
C -0.138094 4.670403 -2.618661 1.2 0.5 0.8
C -0.030582 5.453736 2.399665 -0.3 0.4 0.9
C -0.915711 -0.187744 0.593433 -0.1 0.1 0.4
C -6.248383 1.048494 0.445648 -0.4 -1.2 0.1
C 0.779419 -4.202238 0.978250 -0.2 0.6 -0.8
C -1.922108 -1.558396 6.900008 0.0 0.5 -0.3
C 2.241312 3.807481 -3.086781 0.3 0.2 0.0
C 1.479080 -4.907224 -3.503567 0.0 -1.1 0.7
C 0.965969 -3.946736 -2.488068 -0.7 0.6 0.0
C -2.296440 -2.498806 5.777427 0.5 0.7 -0.3
C -1.681868 -0.929184 -3.740508 0.8 -0.1 -0.3
C 1.334799 4.713050 -2.291626 0.4 -0.8 0.4
C 2.707544 0.028226 3.191335 -0.1 -0.2 0.0
C -0.974150 -0.385041 -4.974660 -0.6 0.2 0.8
C 0.344681 0.508734 0.172053 0.5 0.5 0.5
C 5.013329 -2.040735 -1.185697 -0.3 0.4 0.9
C -0.320277 6.332933 1.221496 -0.2 0.2 -0.1
C 3.501415 0.717138 2.112161 -0.1 0.1 -0.3
C -6.355486 0.427953 -0.940193 0.5 0.8 -0.1
C -2.802059 -1.437416 -0.232218 -0.2 1.1 1.2
C -2.482573 -2.794942 0.328314 -0.3 -0.6 -0.5
H -0.214534 -4.583649 0.747128 0.1 -0.4 0.3
H -0.840666 5.472794 3.127636 -0.2 -0.1 -0.2
H 3.241152 4.241531 -3.082952 -0.1 0.1 -0.3
H 4.052973 0.254676 -3.591011 -0.1 0.1 0.0
H -5.434576 -0.093013 -1.189995 -0.1 -0.4 0.2
H -1.716286 -2.077704 7.830701 0.0 -0.1 0.0
H 1.497615 -5.010360 1.082855 0.0 0.0 0.2
H -2.586684 -1.103035 4.167839 -0.3 -0.1 -0.1
H -3.403366 -3.376491 0.412690 0.0 0.0 0.2
H -1.034025 -0.855556 -2.874308 -0.1 -0.1 0.1
H 0.480135 6.321427 0.487171 0.0 0.2 0.0
H 1.825714 3.673017 -4.084909 0.3 -0.1 -0.1
H -3.424886 -0.839847 0.446621 0.2 -0.3 0.3
H -1.984713 -2.746016 1.294417 -0.2 0.2 0.0
H -2.484664 -2.869943 3.754579 0.0 0.3 -0.4
H 4.413121 2.583680 1.591350 0.1 0.0 0.0
H -0.155121 -1.039764 -5.252716 0.1 0.1 0.0
H 0.789856 0.911427 1.082157 0.0 -0.2 0.0
H 2.696746 2.739559 1.978862 -0.1 -0.2 0.1
H 3.289999 0.009558 4.115659 -0.1 0.2 0.0
H 0.179097 1.383246 -0.458353 -0.2 -0.3 -0.4
H -1.898235 -1.980799 -3.913779 -0.4 0.1 0.1
H 2.382841 2.830916 -2.617426 -0.5 0.0 0.1
H 1.973470 -2.618862 0.081278 0.3 -0.2 -0.2
H 1.820212 -5.788464 -2.952356 0.5 0.2 -0.2
H 2.284732 -4.449103 -4.070731 0.0 -0.1 -0.1
H -3.361363 -1.365834 -1.158747 0.4 -0.7 -0.3
H 0.840282 5.759875 2.975832 0.3 -0.2 -0.4
H -1.260265 6.052028 0.755039 0.0 0.0 -0.1
H -1.051983 -1.822505 4.038730 0.2 -0.3 0.3
H 1.770837 0.561605 3.356344 0.0 0.0 0.2
H 1.075811 -0.167467 -0.271477 -0.2 0.0 -0.2
H -1.102379 -0.899720 6.608954 0.2 -0.2 0.1
H 0.680743 -5.301518 -4.126617 -0.1 0.6 -0.3
H -0.437653 3.651073 -2.839188 -0.3 0.2 -0.4
H 2.493576 -1.009959 2.947384 0.0 0.0 -0.2
H 0.320623 -2.662150 -0.475137 0.0 -0.1 -0.1
H 4.340864 -1.778609 -0.359572 -0.4 0.0 -0.3
H -6.439781 1.176083 -1.727580 -0.5 0.0 0.1
H 5.927790 -2.194780 -0.614420 0.3 -0.3 -0.7
H -1.836348 -3.355861 -0.349652 0.0 0.1 -0.1
H -1.701691 -0.290019 -5.775682 0.3 0.3 -0.2
H 3.849887 2.399086 3.288474 0.0 0.4 -0.1
H 3.321823 -1.325311 -3.218424 -0.3 0.1 0.1
H -2.760982 -0.874739 7.064861 -0.1 -0.2 0.0
H 4.612247 -2.920914 -1.682342 0.2 -0.1 0.0
H -6.155385 0.209452 1.135976 0.3 0.2 0.2
H -0.624319 5.066067 -1.729083 -0.4 0.1 -0.3
H -0.144909 5.382752 -3.449428 -0.9 -0.3 -0.2
H -7.142452 1.577918 0.760527 0.1 0.4 -0.3
H 3.167213 0.060515 -2.061051 -0.2 -0.1 -0.1
H 0.713061 -3.592875 1.877236 0.1 -0.1 0.2